[1]
The following is a quantum chemistry calculation of a molecular structure, C37H47N4O6S3SiTl in a non-equilibrium geometry, from the Open Molecules 2025 dataset.

Computed properties:
- Kohn-Sham gap: 6.696 eV
- Relative energy (zero: lowest compared OMol25 entry of this formula, charge and spin): 10.5 kcal per mole
- Net charge: 0
- E: -3765.32708 Eh
- LUMO level: -0.3 eV
- Max |F|: 2.445 eV/Å
- Spin multiplicity: 1
- HOMO level: -7.015 eV

XYZ file:
```
99
Properties=species:S:1:pos:R:3:forces:R:3:lowdin_charge:R:1
Tl 1.501 0.324 0.543 0.0731 -0.5664 -0.5389 0.689
O 1.880 -2.223 3.545 -0.0440 0.0712 0.0335 0.055
C 2.503 -1.812 2.579 -0.0032 -0.8959 0.1253 -0.638
O 2.639 -0.574 2.258 -0.3288 1.3432 -0.4084 -0.154
C 3.258 -2.816 1.723 -0.1049 -0.0128 0.0756 -0.144
C 3.782 -3.927 2.380 -0.0035 -0.0131 0.1255 -0.031
C 4.482 -4.912 1.714 0.0573 -0.0769 0.1005 -0.093
C 4.661 -4.808 0.344 0.0189 -0.0568 -0.0060 -0.097
C 4.135 -3.729 -0.331 -0.0463 -0.0441 -0.0060 -0.142
C 3.430 -2.723 0.340 -0.0419 0.1903 0.0946 -0.561
S 2.792 -1.504 -0.748 -0.2904 0.5863 -0.0861 0.724
H 3.616 -3.999 3.446 -0.0403 0.0079 0.0501 0.115
H 4.879 -5.759 2.255 0.0249 -0.0468 0.0503 0.096
H 5.194 -5.576 -0.201 0.0411 -0.0135 -0.0277 0.099
H 4.246 -3.649 -1.402 0.0301 -0.0173 -0.1274 0.090
C 0.010 -3.365 -0.279 -0.1444 0.2572 -0.2083 -0.024
C -1.004 -2.458 -0.972 -0.2692 -0.7311 0.1120 -0.606
C -1.294 -2.981 -2.375 0.1035 0.1992 0.2245 -0.008
C -2.289 -2.378 -0.151 0.2397 0.0937 -0.0818 -0.009
O -0.436 -1.146 -1.053 0.1526 -0.1435 -0.0574 -0.231
Si -0.868 0.111 -1.976 0.5386 0.7239 0.5909 -0.116
S -0.213 1.769 -0.764 0.8476 -0.4048 -0.0076 0.397
O -0.246 0.229 -3.465 -0.1433 -0.1438 -0.1243 -0.134
C 1.041 0.370 -4.056 0.4521 0.0174 -0.4885 -0.626
C 0.808 1.006 -5.430 0.0139 -0.1375 0.3638 -0.023
C 1.663 -1.014 -4.201 -0.2474 0.2241 0.0758 -0.026
C 1.946 1.268 -3.220 -0.2709 -0.0989 -0.1600 -0.068
O -2.469 0.023 -2.174 -0.3194 -0.0525 0.1956 -0.133
C -3.356 0.583 -3.127 -0.5684 0.1323 -0.3998 -0.634
C -3.077 2.075 -3.272 0.0080 -0.2922 0.1416 -0.025
C -3.192 -0.119 -4.477 0.0496 0.0964 0.2798 -0.018
C -4.773 0.344 -2.599 0.3781 0.0613 -0.0955 -0.019
H -0.423 -4.349 -0.122 -0.1117 -0.1216 0.0502 0.094
H 0.293 -2.948 0.684 0.0425 0.0268 0.1824 0.084
H 0.903 -3.466 -0.888 0.0798 -0.0359 -0.0159 0.058
H -1.632 -4.013 -2.331 -0.0274 -0.0974 -0.0264 0.094
H -0.389 -2.918 -2.971 0.1355 -0.0959 -0.1576 0.084
H -2.062 -2.370 -2.837 -0.1659 -0.0015 -0.1770 0.068
H -2.753 -3.358 -0.092 -0.1102 -0.1556 0.0005 0.094
H -2.977 -1.673 -0.611 -0.1328 -0.0143 0.0055 0.077
H -2.053 -2.042 0.854 0.0025 -0.0438 0.1086 0.061
H 0.167 0.378 -6.046 -0.0578 -0.0692 -0.0191 0.083
H 1.758 1.145 -5.939 0.1050 0.0070 -0.1003 0.084
H 0.335 1.976 -5.306 -0.0799 0.1575 -0.0249 0.085
H 1.015 -1.654 -4.795 -0.0654 -0.0986 -0.1345 0.088
H 1.794 -1.459 -3.219 0.0399 -0.1305 0.1034 0.024
H 2.634 -0.941 -4.680 0.1655 -0.0202 -0.1049 0.091
H 1.426 2.189 -2.975 0.0757 0.1191 0.0436 0.060
H 2.851 1.503 -3.772 0.1755 -0.0373 -0.1032 0.092
H 2.218 0.767 -2.295 0.1055 0.0461 0.0862 0.007
H -2.080 2.214 -3.677 0.1723 0.1344 -0.1462 0.076
H -3.117 2.552 -2.297 -0.0571 0.1294 0.1494 0.083
H -3.806 2.537 -3.932 -0.0609 0.1060 -0.0998 0.089
H -2.158 -0.051 -4.795 0.0851 -0.0126 -0.1319 0.069
H -3.831 0.356 -5.218 -0.0893 0.0366 -0.1113 0.089
H -3.472 -1.167 -4.397 -0.0193 -0.1165 0.0065 0.084
H -4.908 0.829 -1.637 -0.0199 0.0808 0.1670 0.074
H -4.951 -0.722 -2.480 -0.0068 -0.1148 0.0351 0.087
H -5.500 0.741 -3.302 -0.1346 0.0562 -0.0789 0.086
N 3.721 3.713 2.680 0.1725 -0.2639 -0.3028 0.121
C 2.600 4.001 3.402 -0.4786 0.0032 0.1225 -0.054
C 1.613 3.203 2.898 0.1174 0.5011 0.5254 -0.086
N 2.109 2.437 1.900 0.5330 -0.4753 -0.6113 0.090
C 3.380 2.758 1.775 -0.3529 0.3470 0.5299 -0.258
C 4.239 2.225 0.765 0.5084 -0.2201 -0.6022 -0.263
N 3.810 1.432 -0.192 -0.4261 0.5937 0.7422 0.062
C 4.875 1.172 -0.983 0.6015 0.0910 -0.1595 -0.134
C 5.977 1.826 -0.507 -0.0517 -0.2230 -0.3463 -0.065
N 5.564 2.497 0.609 -0.3117 0.1082 0.3046 0.117
H 4.629 4.123 2.817 -0.1000 -0.0131 -0.0329 0.157
H 2.595 4.734 4.182 -0.0073 0.0971 0.1476 0.113
H 0.592 3.143 3.202 -0.2202 0.0456 0.0845 0.075
H 4.789 0.538 -1.839 0.0218 -0.2027 -0.1725 0.094
H 6.987 1.874 -0.855 0.1975 -0.0210 -0.0797 0.111
H 6.147 3.069 1.198 -0.0660 -0.1347 -0.0692 0.156
O -0.657 -0.355 1.878 1.0050 -0.7421 -0.0822 -0.548
S -1.643 0.729 1.685 -1.9745 0.5270 1.3420 0.917
C -3.268 0.140 2.273 0.1130 -0.0138 -0.4015 -0.351
C -3.429 -0.849 3.226 0.1797 -0.0443 -0.0182 -0.058
C -4.708 -1.175 3.649 0.0636 -0.0292 0.0403 -0.066
C -5.809 -0.521 3.119 -0.0584 0.0995 -0.0391 -0.080
C -5.639 0.457 2.151 -0.1095 -0.0104 0.1260 -0.074
C -4.364 0.790 1.729 0.1781 -0.0038 -0.0923 -0.091
C -1.467 1.730 3.180 0.2657 0.1350 -0.1935 -0.370
C -2.007 3.003 3.224 0.0268 0.0261 -0.0507 -0.082
C -1.825 3.775 4.358 -0.0388 0.0250 0.0064 -0.079
C -1.110 3.267 5.432 -0.0023 0.0410 0.0896 -0.085
C -0.558 1.997 5.369 -0.0766 -0.0035 0.0500 -0.066
C -0.732 1.222 4.235 0.0364 -0.1277 -0.0730 -0.067
H -2.561 -1.348 3.630 0.1117 -0.0889 0.0497 0.122
H -4.849 -1.935 4.403 0.0342 -0.0792 0.0488 0.107
H -6.801 -0.762 3.471 -0.0686 -0.0709 -0.0155 0.103
H -6.499 0.960 1.734 -0.0407 0.0508 -0.0444 0.105
H -4.207 1.555 0.983 -0.0427 0.0661 -0.1576 0.105
H -2.546 3.388 2.373 -0.1073 0.1040 -0.1378 0.115
H -2.229 4.775 4.403 -0.0723 0.0741 -0.0051 0.105
H -0.984 3.865 6.322 0.0539 0.0775 0.0805 0.102
H 0.016 1.614 6.198 0.0539 -0.0628 0.0730 0.112
H -0.281 0.246 4.144 0.1237 -0.1731 0.0020 0.119
```
Forces are in eV/Å.

---

[2]
The following is a quantum chemistry calculation of 5 unconnected molecules or ions with the total composition C2H13NO4 in a non-equilibrium geometry, from the Open Molecules 2025 dataset.

Computed properties:
- Kohn-Sham gap: 8.695 eV
- Relative energy (zero: lowest compared OMol25 entry of this formula, charge and spin): 62.9 kcal per mole
- Net charge: 0
- E: -439.62250 Eh
- LUMO level: 0.5 eV
- Max |F|: 4.053 eV/Å
- Spin multiplicity: 1
- HOMO level: -8.217 eV

XYZ file:
```
20
Properties=species:S:1:pos:R:3:forces:R:3:nbo_charge:R:1
C 1.481 0.688 1.102 0.5332 1.8382 -2.6919 -0.495
C 1.070 1.922 1.469 -1.8811 -0.6279 0.7518 0.003
N 0.539 3.131 0.889 0.2714 -0.2690 -0.2054 -0.885
H 1.859 0.419 0.094 -0.6667 0.3836 0.4334 0.183
H 1.513 -0.124 1.767 0.2295 -0.4566 1.2022 0.206
H 0.852 1.873 2.562 0.1995 0.7468 -0.5662 0.158
H 0.030 3.314 -0.055 1.6552 -1.2294 2.5161 0.448
H 0.504 3.859 1.615 -0.1877 -0.4476 -1.1513 0.380
O -0.148 -4.469 -0.774 2.3678 -0.0711 -1.3441 -0.941
H 0.489 -3.972 -1.366 -1.5806 0.3508 0.7244 0.483
H 0.425 -5.259 -0.794 -0.8695 -0.2922 0.6622 0.452
O -1.019 1.343 -0.825 -2.3963 -1.9276 2.6392 -0.994
H -1.631 0.972 0.000 1.6388 2.1603 -2.4870 0.501
H -0.609 0.479 -0.903 0.8001 -0.0740 -0.7391 0.458
O -2.044 1.008 1.594 0.8104 1.2328 1.3706 -0.957
H -1.450 1.712 2.014 -1.1947 -1.4460 -0.9609 0.504
H -2.804 0.885 2.178 0.1890 0.0896 -0.1202 0.490
O 0.731 -2.565 -2.771 1.5033 3.3411 -0.9388 -0.949
H 1.177 -1.626 -2.884 -1.1338 -2.7785 0.8416 0.479
H 0.393 -2.638 -3.672 -0.2879 -0.5232 0.0632 0.476
```
Forces are in eV/Å.

---

[3]
The following is a quantum chemistry calculation of a molecular structure, C16H19F6N9O2SbTi in a non-equilibrium geometry, from the Open Molecules 2025 dataset.

Computed properties:
- Kohn-Sham gap (alpha / beta): 7.696 / 7.825 eV
- Relative energy (zero: lowest compared OMol25 entry of this formula, charge and spin): 0.0 kcal per mole
- Net charge: +2
- E: -2953.00927 Eh
- LUMO level (alpha / beta): -6.8 / -6.7 eV
- Max |F|: 2.235 eV/Å
- Spin multiplicity: 2
- HOMO level (alpha / beta): -14.486 / -14.494 eV

XYZ file:
```
54
Properties=species:S:1:pos:R:3:forces:R:3:nbo_charge:R:1
Ti 0.594 -0.137 0.019 -1.7099 -0.5024 1.3484 1.635
N 0.418 -0.737 2.626 -0.0273 0.0624 -0.1065 -0.641
N 1.694 -0.763 3.229 -0.0160 -0.0724 -0.0219 -0.398
C 2.747 -0.638 2.412 -0.0490 -0.0845 -0.0099 0.678
N 3.978 -0.872 2.802 0.0023 0.0050 0.0253 -0.715
N 2.379 -0.203 1.188 0.2402 0.2524 -0.0694 -0.516
N 3.179 -0.237 0.123 0.1295 -0.0790 -0.1119 0.667
O 2.448 -0.067 -0.908 0.8544 0.0082 -0.4056 -0.464
O 4.356 -0.396 0.103 -0.0153 0.0091 0.0246 -0.263
H -0.211 -0.199 3.213 0.0358 0.0753 -0.0201 0.397
H 0.074 -1.699 2.552 0.0270 0.0444 0.0405 0.428
H 1.804 -1.221 4.124 -0.0018 -0.0085 -0.0029 0.419
H 4.169 -1.290 3.700 0.0010 -0.0019 -0.0041 0.437
H 4.738 -0.784 2.143 -0.0070 -0.0032 -0.0033 0.457
C -0.090 -0.618 -4.240 -0.0078 0.0206 -0.0250 -0.214
C 0.251 0.648 -4.688 0.0122 -0.0255 -0.0009 -0.098
C 0.435 1.674 -3.770 -0.2021 -0.1058 0.0018 -0.199
C 0.252 1.400 -2.427 0.1023 0.1127 -0.0793 0.178
N -0.044 0.159 -1.992 0.4915 0.1379 -0.2090 -0.517
C -0.206 -0.828 -2.879 -0.0890 0.0049 0.0442 0.100
C 0.441 2.428 -1.370 0.0572 0.1104 -0.0010 0.198
C 0.494 3.787 -1.644 -0.0511 -0.0503 0.0360 -0.203
C 0.687 4.680 -0.604 0.0080 0.0003 0.0264 -0.093
C 0.830 4.202 0.692 -0.0013 0.0226 -0.0130 -0.228
C 0.769 2.840 0.893 -0.0174 -0.0485 0.0162 0.082
N 0.573 1.968 -0.106 0.0748 0.4248 -0.2294 -0.549
H -0.234 -1.440 -4.925 -0.0040 0.0045 -0.0044 0.260
H 0.388 0.837 -5.745 -0.0016 -0.0047 -0.0007 0.254
H 0.726 2.657 -4.107 -0.0105 0.0099 0.0018 0.243
H -0.426 -1.808 -2.474 0.0321 -0.0029 -0.0023 0.233
H 0.371 4.150 -2.653 -0.0086 -0.0001 -0.0029 0.247
H 0.725 5.743 -0.802 0.0025 0.0008 0.0012 0.256
H 0.986 4.868 1.527 -0.0009 0.0019 -0.0013 0.258
H 0.877 2.413 1.883 0.0064 0.0003 -0.0015 0.214
N -5.705 -0.385 0.779 -0.0098 0.0019 0.0029 -0.727
C -4.374 -0.316 0.686 0.0281 0.0000 -0.0030 0.267
C -3.690 0.918 0.698 0.0092 -0.0172 0.0119 -0.294
C -2.327 0.938 0.596 -0.0182 0.0145 0.0304 0.067
N -1.557 -0.168 0.488 0.1287 -0.0550 -0.1673 -0.616
C -2.218 -1.353 0.475 -0.0184 -0.0081 0.0441 0.068
C -3.576 -1.472 0.571 0.0070 0.0114 0.0118 -0.291
H -6.268 0.443 0.863 -0.0020 -0.0011 -0.0003 0.415
H -6.182 -1.270 0.772 -0.0012 0.0008 -0.0014 0.418
H -4.231 1.850 0.789 -0.0032 -0.0005 -0.0016 0.241
H -1.814 1.889 0.608 0.0049 0.0002 -0.0179 0.206
H -1.619 -2.248 0.386 -0.0007 -0.0065 -0.0217 0.235
H -4.022 -2.457 0.557 -0.0037 0.0004 -0.0016 0.247
F 0.580 -2.116 -0.082 0.0204 -0.2397 -0.1055 -0.674
Sb 1.094 -4.019 0.559 0.1638 0.2090 -0.1275 3.186
F 1.964 -4.128 -1.081 -0.0546 -0.0317 0.0713 -0.640
F 2.585 -3.076 1.270 -0.0742 -0.0670 -0.0235 -0.689
F -0.559 -4.451 -0.192 0.0571 -0.0247 0.0589 -0.649
F 0.175 -3.437 2.123 -0.0383 -0.1460 0.0132 -0.686
F 1.568 -5.665 1.242 -0.0516 0.0408 -0.0131 -0.627
```
Forces are in eV/Å.

---

The highest spin multiplicity belongs to which entry? C16H19F6N9O2SbTi